[1]
Molecular formula: C4H4P2
Method: DFT, the ωB97M-V functional and the def2-TZVPD basis

## Properties
- molecular weight (g/mol) = 114.02
- HOMO (eV) = -8.700
- orbital gap (hartree) = 0.3259
- multiplicity = 1
- ΔE to the lowest compared entry with this formula, charge and spin (kJ/mol) = 0.0
- SMILES = C1=P#P2[C@@H]3[C@H]1[C@@H]32
- LUMO (hartree) = 0.0061
- max |F| (hartree/bohr) = 0.069

```
10
C4H4P2 the ωB97M-V functional and the def2-TZVPD basis
C 1.180 1.333 -0.041
P 2.771 0.864 0.053
P 2.067 -1.333 -0.038
C 0.433 -0.951 -0.767
C 0.168 0.317 -0.013
C 0.512 -0.889 0.797
H 0.953 2.429 0.121
H 0.008 -1.441 -1.573
H -0.880 0.517 -0.095
H 0.008 -1.269 1.700
```

[2]
Molecular formula: BrMn
Method: DFT, the ωB97M-V functional and the def2-TZVPD basis

## Properties
- molecular weight (g/mol) = 134.84
- HOMO (alpha / beta) (eV) = -14.785 / -14.792
- orbital gap (alpha / beta) (hartree) = 0.2354 / 0.2400
- total charge = +1
- multiplicity = 6
- ΔE to the lowest compared entry with this formula, charge and spin (kJ/mol) = 99.2
- LUMO (alpha / beta) (hartree) = -0.3079 / -0.3036
- max |F| (hartree/bohr) = 0.060

```
2
BrMn the ωB97M-V functional and the def2-TZVPD basis
Mn -2.479 19.337 -23.779
Br -5.187 19.022 -23.460
```

[3]
Molecular formula: C7H20N3OP
Method: DFT, the ωB97M-V functional and the def2-TZVPD basis

## Properties
- molecular weight (g/mol) = 193.23
- HOMO (alpha / beta) (eV) = -4.954 / -9.404
- orbital gap (alpha / beta) (hartree) = 0.2136 / 0.2966
- multiplicity = 3
- LUMO (alpha / beta) (hartree) = 0.0316 / -0.0490
- max |F| (hartree/bohr) = 0.055

```
32
C7H20N3OP the ωB97M-V functional and the def2-TZVPD basis
C 3.606 1.205 -0.303
C -0.770 1.313 2.072
C -2.595 0.322 -1.315
C -2.070 -2.010 -0.815
C 2.370 0.620 -1.069
C -1.342 0.058 1.288
C -1.436 -0.575 -1.069
N 1.801 -1.211 1.778
N 2.247 -0.814 -0.938
N -0.668 -0.089 0.064
O 0.917 -2.919 -0.078
P 1.233 -1.507 0.253
H 4.465 0.551 -0.408
H 3.874 2.237 -0.459
H 3.352 1.262 0.691
H -1.176 2.340 1.882
H -0.940 1.183 3.108
H 0.223 1.403 1.806
H -3.350 0.197 -0.622
H -2.282 1.330 -1.294
H -3.125 0.086 -2.281
H -2.016 -2.639 -1.698
H -3.159 -1.940 -0.511
H -1.494 -2.447 0.007
H 1.438 1.198 -0.654
H 2.570 0.922 -2.121
H -1.371 -0.832 2.090
H -2.363 0.311 1.100
H -0.857 -0.472 -1.952
H 1.847 -0.209 2.146
H 1.674 -1.928 2.521
H 1.861 -1.319 -1.803
```

[4]
Molecular formula: C66H62AsN5P3S4SbY
Method: DFT, the ωB97M-V functional and the def2-TZVPD basis

## Properties
- molecular weight (g/mol) = 1432.04
- HOMO (alpha / beta) (eV) = -3.226 / -3.227
- orbital gap (alpha / beta) (hartree) = 0.1846 / 0.1791
- total charge = -1
- multiplicity = 1
- ΔE to the lowest compared entry with this formula, charge and spin (kJ/mol) = 466.9
- LUMO (alpha / beta) (hartree) = 0.0661 / 0.0605
- max |F| (hartree/bohr) = 0.016

```
143
C66H62AsN5P3S4SbY the ωB97M-V functional and the def2-TZVPD basis
Y -0.098 0.530 -0.076
C 2.369 0.428 -2.871
P 1.765 1.959 -2.057
C 0.818 2.779 -3.383
C -0.666 2.454 -3.432
C -1.353 3.058 -4.617
C -0.773 3.983 -5.413
C 0.558 4.398 -5.175
C 1.317 3.770 -4.168
C 3.315 2.935 -1.878
C 3.654 3.600 -0.583
C 5.054 4.082 -0.485
C 5.871 4.158 -1.566
C 5.439 3.664 -2.814
C 4.192 3.022 -2.922
C 2.669 -0.584 -1.815
C 3.813 -1.320 -1.651
C 3.577 -2.183 -0.548
C 2.309 -1.910 -0.114
C 1.588 -2.553 1.027
P 1.109 -1.186 2.162
C 0.207 -2.027 3.509
C -0.513 -3.198 3.288
C -1.284 -3.752 4.301
C -1.335 -3.154 5.550
C -0.621 -1.985 5.780
C 0.131 -1.422 4.763
C 2.752 -0.807 2.858
C 3.254 -1.383 4.020
C 4.554 -1.126 4.427
C 5.372 -0.300 3.668
C 4.888 0.256 2.493
C 3.586 0.004 2.091
N 1.720 -0.898 -0.860
H 1.570 0.086 -3.538
H 3.256 0.602 -3.482
H -1.061 2.954 -2.516
H -2.358 2.710 -4.807
H -1.324 4.403 -6.243
H 1.010 5.163 -5.787
H 2.338 4.104 -4.029
H 3.387 2.936 0.248
H 5.382 4.427 0.486
H 6.862 4.581 -1.468
H 6.082 3.728 -3.681
H 3.938 2.563 -3.871
H 4.695 -1.256 -2.264
H 4.247 -2.907 -0.118
H 0.679 -3.063 0.691
H 2.221 -3.286 1.534
H -0.494 -3.680 2.321
H -1.842 -4.659 4.111
H -1.928 -3.593 6.341
H -0.663 -1.499 6.745
H 0.655 -0.491 4.942
H 2.636 -2.043 4.619
H 4.928 -1.575 5.337
H 6.384 -0.095 3.988
H 5.517 0.884 1.879
H 3.225 0.428 1.160
S 0.292 5.938 2.533
Sb 2.172 4.794 2.126
S 1.301 2.381 1.596
S -0.358 2.997 0.453
S 2.514 5.060 -0.320
N -3.582 -1.240 0.659
C -2.732 -2.126 0.086
C -3.044 -3.498 0.054
C -2.231 -4.346 -0.650
C -1.122 -3.835 -1.322
C -0.872 -2.487 -1.203
N -1.633 -1.632 -0.489
H -4.300 -1.583 1.271
H -3.243 -0.300 0.827
H -3.930 -3.850 0.563
H -2.462 -5.403 -0.691
H -0.465 -4.451 -1.915
H -0.012 -2.047 -1.688
N -3.861 1.597 6.187
C -3.159 1.300 5.039
C -2.446 2.274 4.347
C -1.797 1.941 3.175
N -1.794 0.713 2.638
C -2.449 -0.218 3.340
C -3.148 0.013 4.506
H -3.630 2.457 6.655
H -4.082 0.830 6.800
H -2.388 3.292 4.703
H -1.267 2.703 2.619
H -2.401 -1.231 2.961
H -3.646 -0.810 5.002
C -4.715 0.869 -0.984
C -5.772 1.412 -1.922
As -7.602 1.150 -1.240
C -7.145 1.758 0.566
C -6.754 0.941 1.623
C -6.299 1.495 2.812
C -6.217 2.872 2.957
C -6.600 3.693 1.909
C -7.068 3.138 0.726
C -7.631 -0.783 -0.961
C -8.472 -1.343 -0.003
C -8.559 -2.719 0.150
C -7.815 -3.559 -0.666
C -6.997 -3.014 -1.643
C -6.911 -1.636 -1.792
P -2.974 1.371 -1.297
C -3.284 3.174 -1.156
C -3.444 3.651 0.146
C -3.684 4.991 0.393
C -3.769 5.886 -0.666
C -3.634 5.422 -1.966
C -3.400 4.075 -2.205
C -2.531 0.775 -2.911
C -3.232 -0.311 -3.428
C -2.783 -1.145 -4.434
C -1.534 -0.798 -5.023
C -0.756 0.201 -4.555
C -1.083 0.962 -3.305
H -4.769 -0.215 -0.900
H -4.899 1.268 0.022
H -5.698 1.012 -2.937
H -5.694 2.504 -2.012
H -6.765 -0.136 1.513
H -5.985 0.847 3.620
H -5.841 3.300 3.875
H -6.519 4.768 2.001
H -7.347 3.797 -0.089
H -9.068 -0.703 0.638
H -9.213 -3.135 0.906
H -7.879 -4.632 -0.547
H -6.418 -3.656 -2.293
H -6.275 -1.236 -2.566
H -3.341 2.970 0.985
H -3.761 5.341 1.413
H -3.914 6.940 -0.478
H -3.695 6.106 -2.802
H -3.304 3.728 -3.226
H -4.198 -0.540 -2.998
H -3.379 -1.963 -4.805
H -1.201 -1.322 -5.913
H 0.158 0.462 -5.072
H -0.386 0.549 -2.459
```

[5]
Molecular formula: C33H28Br2N2O2PPd
Method: DFT, the ωB97M-V functional and the def2-TZVPD basis

## Properties
- molecular weight (g/mol) = 781.80
- HOMO (eV) = -16.444
- orbital gap (hartree) = 0.1443
- total charge = +3
- multiplicity = 1
- LUMO (hartree) = -0.4600
- max |F| (hartree/bohr) = 0.079

```
69
C33H28Br2N2O2PPd the ωB97M-V functional and the def2-TZVPD basis
Pd 0.026 0.352 0.934
Br -4.071 2.526 3.413
C -2.750 3.406 2.406
C -2.666 4.788 2.383
C -1.729 5.456 1.610
Br -1.677 7.343 1.680
C -0.829 4.725 0.767
C 0.090 5.300 -0.128
C 0.863 4.482 -0.924
C 0.755 3.096 -0.786
N -0.063 2.535 0.084
C -0.877 3.313 0.828
C -1.822 2.596 1.671
O -1.807 1.344 1.724
H -3.355 5.361 2.987
H 0.179 6.375 -0.202
H 1.557 4.892 -1.640
H 1.351 2.430 -1.399
C 1.374 1.550 3.361
C 2.611 0.779 2.911
C 3.131 1.307 1.576
C 2.288 -0.733 2.846
C 3.533 -1.645 2.781
O 3.297 -2.468 1.645
C 2.165 -2.114 1.079
N 1.537 -1.128 1.646
C 1.762 -2.926 -0.069
C 2.520 -4.090 -0.264
C 2.209 -4.992 -1.264
C 1.135 -4.743 -2.105
C 0.385 -3.588 -1.942
C 0.692 -2.665 -0.943
P -0.406 -1.196 -0.905
C -0.496 -0.550 -2.595
C -1.683 0.052 -3.032
C -1.779 0.539 -4.324
C -0.670 0.488 -5.161
C 0.520 -0.082 -4.719
C 0.621 -0.585 -3.433
C -2.016 -1.976 -0.571
C -2.388 -2.105 0.773
C -3.600 -2.687 1.091
C -4.424 -3.169 0.076
C -4.061 -3.037 -1.260
C -2.848 -2.463 -1.586
H 1.564 2.622 3.360
H 1.070 1.259 4.366
H 0.525 1.325 2.666
H 3.392 0.903 3.669
H 2.344 1.248 0.796
H 3.998 0.743 1.235
H 3.440 2.344 1.685
H 1.675 -0.984 3.724
H 3.651 -2.290 3.656
H 4.467 -1.095 2.619
H 3.352 -4.293 0.392
H 2.793 -5.892 -1.373
H 0.877 -5.443 -2.883
H -0.445 -3.405 -2.610
H -2.524 0.141 -2.355
H -2.702 0.976 -4.674
H -0.731 0.905 -6.155
H 1.367 -0.147 -5.387
H 1.544 -1.032 -3.089
H -1.730 -1.721 1.559
H -3.912 -2.780 2.121
H -5.341 -3.685 0.325
H -4.708 -3.404 -2.043
H -2.553 -2.389 -2.624
```

[6]
Molecular formula: C4H5Cl2NO
Method: DFT, the ωB97M-V functional and the def2-TZVPD basis

## Properties
- molecular weight (g/mol) = 154.00
- HOMO (eV) = -9.894
- orbital gap (hartree) = 0.3889
- multiplicity = 1
- ΔE to the lowest compared entry with this formula, charge and spin (kJ/mol) = 277.8
- SMILES = ClC1(Cl)CC=NOC1
- LUMO (hartree) = 0.0253
- max |F| (hartree/bohr) = 0.099

```
13
C4H5Cl2NO the ωB97M-V functional and the def2-TZVPD basis
Cl 2.003 -1.417 0.345
C 0.923 -0.006 -0.102
Cl 1.848 1.365 -0.532
C 0.065 0.346 1.110
C -1.245 0.637 0.670
N -1.941 -0.049 -0.149
O -1.148 -1.067 -0.785
C 0.087 -0.602 -1.227
H 0.118 -0.488 1.747
H 0.394 1.217 1.796
H -1.883 1.533 0.998
H 0.776 -1.551 -1.637
H 0.003 0.080 -2.234
```

> Look up the max |F| of the fifth one.

0.079 hartree/bohr

> Number 1 is which compound?

C4H4P2